Below is a molecular structure, C56H132AsF6N7O3, with properties calculated with ωB97M-V with the def2-TZVPD basis set.

Properties
Frontier orbital gap   9.26 eV
ΔE to the lowest compared entry with this formula, charge and spin   5.370 eV
Highest occupied orbital energy   -19.680 eV
Energy   -5654.5595 hartree
Charge   +6

XYZ file:
```
205
C56H132AsF6N7O3 | the Open Molecules 2025 dataset | ωB97M-V with the def2-TZVPD basis set
As 16.60 -4.24 -19.05
F 16.96 -5.81 -19.80
F 16.52 -3.46 -20.70
F 16.03 -2.66 -18.28
F 16.64 -4.99 -17.40
F 18.33 -3.78 -18.90
F 14.88 -4.63 -19.14
C 12.58 -7.44 -20.73
C 11.88 -8.12 -19.47
N 11.21 -7.13 -18.43
C 10.59 -8.00 -17.38
C 12.21 -6.05 -17.77
C 13.45 -6.72 -17.16
C 10.10 -6.38 -19.15
C 8.97 -5.85 -18.20
O 9.66 -4.87 -17.48
C 8.68 -4.03 -16.76
H 11.82 -6.95 -21.34
H 13.26 -8.15 -21.21
H 13.40 -6.73 -20.65
H 12.66 -8.68 -18.94
H 11.14 -8.81 -19.87
H 9.63 -8.30 -17.80
H 10.53 -7.53 -16.40
H 11.05 -8.98 -17.42
H 11.69 -5.45 -17.03
H 12.53 -5.47 -18.64
H 14.07 -5.95 -16.70
H 14.01 -7.07 -18.03
H 13.33 -7.61 -16.54
H 9.63 -7.20 -19.70
H 10.50 -5.74 -19.94
H 8.54 -6.62 -17.57
H 8.35 -5.19 -18.80
H 8.96 -3.82 -15.73
H 7.70 -4.48 -16.59
H 8.55 -3.11 -17.32
C 14.54 -2.07 -15.33
C 15.73 -2.46 -14.42
N 16.88 -1.41 -14.39
C 17.60 -1.47 -15.72
C 16.33 0.03 -14.11
C 17.48 1.09 -14.03
C 17.84 -1.87 -13.21
C 18.30 -3.27 -13.23
O 17.21 -4.08 -12.82
C 17.57 -5.47 -12.78
H 14.76 -2.11 -16.40
H 13.99 -1.17 -15.04
H 13.83 -2.88 -15.16
H 16.20 -3.33 -14.89
H 15.43 -2.52 -13.38
H 17.72 -2.51 -16.01
H 18.58 -1.03 -15.54
H 16.97 -0.96 -16.44
H 15.62 -0.03 -13.28
H 15.72 0.20 -14.99
H 18.29 0.74 -13.38
H 17.14 2.08 -13.73
H 17.88 1.27 -15.03
H 17.23 -1.83 -12.30
H 18.63 -1.15 -12.97
H 19.06 -3.35 -12.46
H 18.62 -3.55 -14.24
H 18.30 -5.59 -11.99
H 18.03 -5.65 -13.76
H 16.70 -6.08 -12.55
C 16.82 -5.09 -24.34
C 15.35 -5.03 -24.98
N 14.48 -3.84 -24.52
C 14.16 -4.13 -23.02
C 15.14 -2.45 -24.67
C 14.25 -1.23 -24.42
C 13.17 -3.82 -25.38
C 13.33 -4.26 -26.80
O 14.47 -3.73 -27.53
C 14.56 -4.27 -28.85
H 16.93 -4.61 -23.37
H 17.61 -4.68 -24.97
H 17.06 -6.15 -24.29
H 14.82 -5.98 -25.01
H 15.58 -4.87 -26.03
H 15.09 -4.27 -22.47
H 13.48 -4.97 -22.91
H 13.84 -3.28 -22.43
H 15.52 -2.47 -25.69
H 15.97 -2.51 -23.97
H 13.37 -1.47 -23.81
H 13.91 -0.83 -25.37
H 14.80 -0.38 -24.02
H 12.66 -2.87 -25.23
H 12.61 -4.61 -24.88
H 12.41 -3.89 -27.26
H 13.18 -5.34 -26.84
H 14.11 -3.59 -29.57
H 14.16 -5.24 -29.15
H 15.64 -4.30 -28.97
C 16.01 -8.86 -20.49
C 15.63 -10.06 -21.35
C 16.74 -10.43 -22.27
N 16.59 -11.68 -23.14
C 15.51 -11.42 -24.23
C 17.93 -12.14 -23.68
C 17.73 -13.60 -24.20
C 16.84 -14.13 -23.09
C 16.11 -12.91 -22.35
H 16.66 -9.23 -19.70
H 15.12 -8.53 -19.96
H 16.51 -8.05 -21.02
H 14.96 -9.66 -22.12
H 15.20 -10.87 -20.77
H 17.58 -10.72 -21.65
H 17.00 -9.66 -23.00
H 14.56 -11.13 -23.79
H 15.33 -12.31 -24.83
H 15.89 -10.54 -24.76
H 18.10 -11.50 -24.54
H 18.71 -11.90 -22.95
H 17.11 -13.62 -25.10
H 18.67 -14.15 -24.33
H 16.14 -14.87 -23.48
H 17.42 -14.83 -22.49
H 15.07 -13.22 -22.38
H 16.42 -12.77 -21.31
C 19.37 -1.02 -18.88
C 20.00 0.27 -18.31
C 19.23 1.46 -18.81
N 19.67 2.84 -18.30
C 21.18 3.07 -18.57
C 19.41 3.13 -16.86
C 19.29 4.57 -16.83
C 18.75 5.07 -18.14
C 18.80 3.89 -19.06
H 19.56 -1.11 -19.95
H 18.30 -1.20 -18.75
H 19.80 -1.86 -18.35
H 21.03 0.33 -18.65
H 20.17 0.38 -17.24
H 18.23 1.23 -18.45
H 19.20 1.54 -19.90
H 21.32 4.15 -18.49
H 21.36 2.75 -19.59
H 21.88 2.54 -17.92
H 20.16 2.81 -16.14
H 18.43 2.71 -16.64
H 20.24 5.00 -16.54
H 18.65 4.88 -16.00
H 19.36 5.91 -18.48
H 17.76 5.52 -18.11
H 19.25 3.98 -20.04
H 17.78 3.50 -19.02
C 16.03 0.53 -20.94
C 14.87 -0.38 -20.68
C 13.86 0.46 -19.83
N 12.49 -0.25 -19.67
C 11.67 0.04 -20.98
C 12.62 -1.67 -19.16
C 11.41 -1.89 -18.34
C 11.25 -0.61 -17.51
C 11.71 0.44 -18.51
H 15.73 1.23 -21.71
H 16.78 -0.08 -21.43
H 16.42 1.11 -20.10
H 15.27 -1.27 -20.19
H 14.45 -0.63 -21.65
H 13.79 1.53 -19.97
H 14.33 0.46 -18.84
H 10.63 -0.25 -20.80
H 12.14 -0.54 -21.77
H 11.73 1.11 -21.18
H 12.70 -2.44 -19.93
H 13.57 -1.75 -18.63
H 10.58 -1.96 -19.04
H 11.52 -2.81 -17.76
H 10.21 -0.56 -17.19
H 11.85 -0.60 -16.60
H 10.84 0.94 -18.94
H 12.36 1.16 -18.02
C 16.55 -8.43 -16.96
C 17.65 -9.30 -16.57
C 17.48 -10.00 -15.22
N 18.79 -10.68 -14.72
C 19.65 -9.52 -14.20
C 19.38 -11.63 -15.83
C 20.26 -12.57 -15.04
C 19.70 -12.65 -13.68
C 18.50 -11.79 -13.69
H 15.70 -9.06 -17.23
H 16.82 -7.86 -17.84
H 16.42 -7.70 -16.16
H 18.62 -8.83 -16.70
H 17.61 -10.09 -17.33
H 16.68 -10.73 -15.15
H 17.16 -9.26 -14.48
H 20.49 -10.11 -13.84
H 19.10 -9.04 -13.39
H 19.83 -8.76 -14.97
H 19.93 -10.97 -16.51
H 18.60 -12.11 -16.42
H 21.30 -12.22 -15.08
H 20.21 -13.55 -15.50
H 20.45 -12.43 -12.93
H 19.42 -13.68 -13.45
H 18.23 -11.34 -12.73
H 17.76 -12.47 -14.10
```


Below is 9 unconnected molecules or ions with the total composition C56H135N9O14, with properties calculated with ωB97M-V with the def2-TZVPD basis set.

Properties
Frontier orbital gap (alpha / beta)   7.44 / 3.34 eV
2S+1   2
ΔE to the lowest compared entry with this formula, charge and spin   0.000 eV
Highest occupied orbital energy (alpha / beta)   -9.882 / -9.882 eV
Energy   -3760.0191 hartree
Charge   +1

XYZ file:
```
214
C56H135N9O14 | the Open Molecules 2025 dataset | ωB97M-V with the def2-TZVPD basis set
C 2.55 14.27 20.53
C 1.67 15.06 21.58
C 0.31 15.50 21.00
O -0.35 16.32 21.95
C -1.57 16.86 21.50
N 1.40 14.21 22.81
H 2.95 15.01 19.84
H 2.02 13.54 19.91
H 3.32 13.66 21.01
H 2.22 15.92 21.97
H -0.39 14.72 20.68
H 0.67 16.06 20.13
H -2.39 16.16 21.39
H -1.60 17.35 20.52
H -1.88 17.46 22.35
H 0.61 13.58 22.73
H 1.06 14.89 23.47
C -3.51 20.77 24.47
C -5.00 21.26 24.43
C -6.07 20.39 25.10
O -5.99 19.00 24.65
C -6.76 18.12 25.54
N -4.88 22.62 24.99
H -3.42 19.92 23.79
H -3.45 20.38 25.49
H -2.79 21.54 24.20
H -5.23 21.42 23.37
H -7.07 20.79 24.92
H -5.87 20.43 26.17
H -6.85 17.08 25.21
H -7.80 18.41 25.73
H -6.25 18.12 26.50
H -4.23 23.16 24.44
H -5.69 23.20 24.83
C -11.70 13.61 31.05
O -10.42 14.32 31.03
C -9.66 14.33 29.79
C -8.23 14.96 30.05
N -7.45 15.26 28.88
C -7.15 14.09 28.02
C -6.06 14.41 26.97
O -5.67 13.18 26.49
C -4.80 13.12 25.33
H -12.25 13.63 31.99
H -11.63 12.57 30.74
H -12.40 14.11 30.38
H -10.25 14.86 29.05
H -9.64 13.30 29.45
H -7.69 14.19 30.59
H -8.40 15.78 30.74
H -7.85 16.04 28.38
H -7.96 13.63 27.46
H -6.67 13.37 28.68
H -5.18 14.90 27.37
H -6.54 14.93 26.14
H -5.40 13.18 24.42
H -4.34 12.14 25.23
H -3.95 13.80 25.45
C 2.83 22.27 31.29
O 2.09 21.81 30.16
C 2.68 20.94 29.24
C 2.88 19.56 29.93
N 3.33 18.54 29.02
C 4.56 18.96 28.33
C 5.07 17.95 27.31
O 5.46 16.84 27.99
C 5.60 15.70 27.09
H 2.26 23.06 31.79
H 3.72 22.79 30.95
H 3.19 21.47 31.93
H 3.58 21.50 28.97
H 2.03 20.75 28.39
H 2.02 19.12 30.44
H 3.68 19.51 30.67
H 3.42 17.60 29.39
H 5.42 19.15 28.97
H 4.38 19.89 27.78
H 5.90 18.33 26.72
H 4.21 17.74 26.67
H 5.72 14.87 27.78
H 6.44 15.82 26.41
H 4.68 15.41 26.58
C -0.59 12.42 25.48
O 0.29 11.87 24.54
C 1.46 11.31 25.15
C 2.49 10.74 24.15
N 3.16 11.74 23.25
C 4.10 12.60 23.99
C 5.42 11.95 24.19
O 6.36 12.73 24.97
C 7.23 13.50 24.15
H -0.78 11.65 26.23
H -1.50 12.71 24.96
H -0.19 13.30 25.98
H 1.10 10.41 25.65
H 1.81 11.91 25.98
H 2.04 10.00 23.50
H 3.22 10.16 24.72
H 2.50 12.40 22.87
H 3.73 12.81 24.99
H 4.23 13.59 23.55
H 5.83 11.56 23.27
H 5.25 11.06 24.81
H 7.78 12.76 23.58
H 7.88 14.00 24.87
H 6.69 14.12 23.43
C 1.38 21.91 25.14
O 0.62 22.74 26.01
C 1.46 23.47 26.85
C 0.71 24.63 27.48
N -0.58 24.19 27.97
C -0.55 23.42 29.19
C -1.96 23.07 29.78
O -2.58 21.94 29.19
C -3.01 22.15 27.81
H 0.62 21.32 24.62
H 2.13 21.29 25.63
H 1.85 22.46 24.32
H 2.27 23.90 26.27
H 1.91 22.83 27.61
H 0.44 25.47 26.83
H 1.36 25.08 28.23
H -0.71 23.52 27.22
H -0.09 24.05 29.96
H 0.08 22.53 29.18
H -2.58 23.96 29.66
H -2.01 22.85 30.84
H -2.14 22.27 27.16
H -3.68 22.99 27.68
H -3.50 21.22 27.54
C -4.47 7.86 30.39
O -4.41 9.25 30.45
C -4.22 9.77 29.13
C -4.55 11.31 29.11
N -3.40 11.86 29.91
C -3.64 13.27 30.21
C -2.34 13.92 30.67
O -2.43 15.32 30.59
C -1.34 15.91 31.23
H -3.60 7.28 30.11
H -5.32 7.45 29.83
H -4.80 7.64 31.41
H -4.80 9.21 28.39
H -3.18 9.69 28.82
H -5.48 11.48 29.65
H -4.58 11.73 28.10
H -3.25 11.28 30.72
H -4.47 13.46 30.88
H -3.86 13.89 29.34
H -1.52 13.61 30.02
H -2.11 13.51 31.65
H -0.54 15.85 30.50
H -1.21 15.58 32.26
H -1.58 16.98 31.22
C 1.14 13.25 29.93
C 2.61 13.53 30.14
C 2.90 14.99 30.45
C 2.71 15.40 31.88
C 3.60 14.46 32.83
C 3.22 12.99 32.61
N 3.28 12.67 31.16
O 3.18 11.34 30.93
C 4.25 12.18 33.37
C 1.77 12.80 33.15
C 3.26 13.24 28.71
H 0.51 13.17 30.82
H 0.89 12.32 29.43
H 0.69 13.99 29.28
H 3.94 15.11 30.15
H 2.23 15.67 29.91
H 1.71 15.57 32.26
H 3.17 16.39 31.93
H 3.46 14.77 33.86
H 4.65 14.57 32.57
H 4.50 12.58 34.35
H 3.81 11.23 33.68
H 5.16 12.01 32.78
H 1.22 12.01 32.63
H 1.74 12.47 34.19
H 1.14 13.68 33.22
H 4.35 13.19 28.74
H 3.12 14.15 28.11
H 2.92 12.38 28.14
H 3.90 11.14 30.34
C -2.19 15.37 27.18
C -2.11 16.63 26.32
C -2.06 17.78 27.36
C -0.65 18.05 27.88
C 0.30 18.36 26.62
C 0.39 17.10 25.68
N -1.03 16.68 25.29
O -0.96 15.58 24.50
C 1.16 17.63 24.44
C 1.22 15.99 26.50
C -3.43 16.85 25.54
H -3.16 15.27 27.66
H -1.43 15.25 27.95
H -1.90 14.48 26.62
H -2.37 18.73 26.93
H -2.70 17.51 28.20
H -0.18 17.34 28.56
H -0.70 18.95 28.50
H 1.25 18.70 27.02
H 0.00 19.28 26.11
H 2.10 18.04 24.79
H 1.39 16.81 23.75
H 0.54 18.38 23.95
H 0.72 15.52 27.35
H 1.55 15.19 25.84
H 2.18 16.40 26.81
H -3.44 17.84 25.08
H -4.28 16.83 26.23
H -3.72 16.10 24.81
H -1.21 15.91 23.63
```


> Look up the energy of the first one.

-5654.5595 hartree